This record from the OMol25 dataset describes C48H45IrN2P4S2 as an isolated structure. The level of theory is ωB97M-V with the def2-TZVPD basis set.

The geometry in XYZ format:
```
102
Properties=species:S:1:pos:R:3:lowdin_spin:R:1
Ir -0.86929 0.71394 -1.38105 1.57
S 1.88764 0.38353 -3.10802 0.10
P 2.22917 0.37427 -1.14846 0.07
C 0.86198 0.73550 -0.16770 0.28
P 0.61212 1.88578 1.08800 0.07
S -0.67067 3.33698 0.62846 0.11
C 0.00583 1.05436 2.60868 0.01
C -0.61970 1.80604 3.60130 0.00
C -1.06415 1.19878 4.76644 0.00
C -0.89266 -0.16938 4.95116 0.00
C -0.26477 -0.92302 3.96972 0.00
C 0.18478 -0.30811 2.80599 0.00
C 2.12308 2.68170 1.76928 0.01
C 2.60224 3.83436 1.14841 0.01
C 3.70364 4.50338 1.65692 0.00
C 4.34094 4.03387 2.79939 0.00
C 3.87814 2.88484 3.41982 0.00
C 2.77624 2.21022 2.90560 0.00
C 2.89252 -1.28145 -0.69936 0.01
C 2.27181 -2.07588 0.25387 0.00
C 2.80390 -3.31622 0.59640 0.00
C 3.95792 -3.77116 -0.02144 0.00
C 4.57744 -2.98634 -0.98932 0.00
C 4.04960 -1.74940 -1.32274 0.00
C 3.73359 1.37473 -0.82477 0.01
C 4.55320 1.11475 0.27217 0.00
C 5.71237 1.84927 0.47563 0.00
C 6.06360 2.85393 -0.41616 0.00
C 5.24511 3.12852 -1.50259 0.00
C 4.08575 2.39150 -1.70621 0.00
H -0.77431 2.86563 3.43248 0.00
H -1.55546 1.79219 5.52888 0.00
H -1.25135 -0.64646 5.85607 0.00
H -0.13735 -1.99168 4.09866 0.00
H 0.66203 -0.88978 2.03090 0.00
H 2.08201 4.21646 0.27888 0.00
H 4.06541 5.39554 1.16057 0.00
H 5.19839 4.56232 3.19971 0.00
H 4.36795 2.51177 4.31198 0.00
H 2.41860 1.32086 3.40930 0.00
H 1.35214 -1.71440 0.69679 0.00
H 2.31885 -3.92583 1.35136 0.00
H 4.37671 -4.73386 0.24681 0.00
H 5.47587 -3.34072 -1.48090 0.00
H 4.52623 -1.13744 -2.07998 0.00
H 4.29294 0.32279 0.96446 0.00
H 6.33961 1.63865 1.33366 0.00
H 6.97105 3.42579 -0.25907 0.00
H 5.51387 3.91222 -2.20147 0.00
H 3.45545 2.57398 -2.56872 0.00
C -1.56359 -1.37582 -4.20409 0.03
P -1.19837 -1.38531 -2.40907 0.17
C -0.01789 -2.77681 -2.35559 0.05
C -2.72618 -2.13886 -1.71536 0.26
C -3.48116 -3.06209 -2.37059 0.02
C -4.67386 -3.58235 -1.82759 0.31
C -5.16733 -3.06339 -0.60929 0.02
C -4.45649 -2.15584 0.10627 0.22
C -3.07700 -1.73264 -0.28516 0.12
P -2.84005 0.18287 -0.20481 0.22
C -4.40648 0.69774 -0.99629 0.05
C -3.19518 0.53503 1.54713 0.04
H -1.65626 -2.38524 -4.61118 0.00
H -0.73556 -0.86369 -4.69768 0.00
H -2.47790 -0.81860 -4.40476 0.00
H -0.40195 -3.63561 -2.91257 0.01
H 0.15124 -3.05905 -1.32079 0.00
H 0.92432 -2.43377 -2.78433 0.00
H -3.17268 -3.39827 -3.35425 0.00
H -5.23685 -4.32834 -2.37189 0.02
H -6.14719 -3.36859 -0.25943 0.00
H -4.90977 -1.70791 0.98019 0.01
H -5.28122 0.38618 -0.42136 0.01
H -4.46508 0.26740 -1.99662 0.00
H -4.39412 1.78411 -1.09711 0.00
H -4.21665 0.27280 1.83998 0.01
H -3.03101 1.60264 1.69764 0.00
H -2.47330 0.00750 2.17209 0.00
N -1.93789 -2.25060 0.47342 0.58
C -2.02491 -2.97536 1.62893 0.03
C -3.02088 -2.88501 2.62517 0.10
C -2.94009 -3.66003 3.76802 -0.01
C -1.88902 -4.55039 3.95393 0.11
C -0.88501 -4.63686 2.99280 -0.01
C -0.93931 -3.84734 1.86224 0.10
H -3.81650 -2.16550 2.53082 0.01
H -3.70183 -3.55897 4.53088 0.00
H -1.84222 -5.15716 4.84879 0.01
H -0.05359 -5.31563 3.13466 0.00
H -0.16423 -3.88878 1.10694 0.00
N -2.73743 5.91573 -6.51237 0.00
C -2.45472 5.11668 -5.73141 0.00
C -2.10881 4.11945 -4.75845 0.01
C -2.91204 2.99369 -4.58874 0.00
C -2.56712 2.03890 -3.64326 0.03
C -1.43210 2.14646 -2.82282 0.13
C -0.64496 3.29481 -3.03165 0.04
C -0.96386 4.25983 -3.96857 0.00
H -3.80014 2.87317 -5.19849 0.00
H -3.21922 1.17677 -3.54747 0.01
H 0.24550 3.43401 -2.42908 0.01
H -0.33198 5.13070 -4.09763 0.00
```

Computed properties:
- <S²> = 8.832
- charge = -1
- LUMO (alpha / beta) (eV) = 2.2 / 0.7
- HOMO (alpha / beta) (eV) = -3.07 / -4.34
- 2S+1 = 6
- electronic energy (eV) = -115151.3010
- gap between HOMO and LUMO (alpha / beta) (eV) = 5.30 / 5.00

This record from the OMol25 dataset describes C48H46As2AuN3O3 as an isolated structure in a non-equilibrium geometry. The level of theory is ωB97M-V with the def2-TZVPD basis set.

The geometry in XYZ format:
```
103
Properties=species:S:1:pos:R:3:lowdin_charge:R:1
Au -0.31857 0.89345 0.19983 0.86
C -2.26311 1.46189 -2.91303 -0.42
C -2.49898 2.65662 -2.00172 -0.40
As -0.86173 2.97419 -0.98306 1.23
C 0.43203 3.38396 -2.34279 -0.39
C 0.09475 4.28864 -3.34346 -0.09
C 1.03618 4.63010 -4.29876 -0.05
C 2.31073 4.08214 -4.24898 -0.05
C 2.64780 3.18731 -3.24840 -0.06
C 1.70912 2.83161 -2.29057 -0.11
C -1.11850 4.57727 0.03656 -0.38
C -2.34587 4.81922 0.64926 -0.12
C -2.52484 5.97920 1.38621 -0.06
C -1.48231 6.88394 1.51680 -0.05
C -0.26093 6.63621 0.91470 -0.06
C -0.07214 5.48214 0.17089 -0.10
As -2.02043 -0.15123 -1.85413 1.30
C -3.58881 -0.34701 -0.77907 -0.41
C -3.51597 -1.01711 0.43397 -0.12
C -4.67423 -1.21755 1.16901 -0.06
C -5.88834 -0.74707 0.69438 -0.05
C -5.95780 -0.08095 -0.51792 -0.05
C -4.80824 0.12071 -1.26275 -0.10
C -1.87238 -1.62857 -3.05454 -0.40
C -2.61352 -2.78344 -2.82805 -0.09
C -2.53543 -3.83247 -3.73416 -0.06
C -1.71682 -3.73199 -4.84405 -0.06
C -0.96492 -2.58897 -5.05871 -0.06
C -1.03339 -1.53639 -4.15997 -0.13
H -1.36079 1.57629 -3.52240 0.06
H -3.10138 1.26795 -3.59534 0.09
H -3.31467 2.47178 -1.29437 0.06
H -2.74643 3.55753 -2.57617 0.09
H -0.88674 4.75000 -3.38146 0.11
H 0.77681 5.33334 -5.07798 0.12
H 3.04354 4.35809 -4.99205 0.12
H 3.64113 2.76119 -3.20831 0.11
H 1.97896 2.11157 -1.51711 0.07
H -3.16634 4.11443 0.55878 0.10
H -3.47627 6.17712 1.85559 0.11
H -1.62495 7.78804 2.08872 0.12
H 0.54647 7.34449 1.01959 0.12
H 0.88355 5.30073 -0.31076 0.11
H -2.56782 -1.38015 0.81429 0.09
H -4.62468 -1.73943 2.11346 0.11
H -6.78793 -0.90427 1.26973 0.12
H -6.90853 0.27497 -0.88683 0.12
H -4.87551 0.62672 -2.21806 0.11
H -3.25874 -2.86113 -1.96047 0.10
H -3.11859 -4.72774 -3.57325 0.12
H -1.66334 -4.54922 -5.54800 0.12
H -0.32698 -2.51922 -5.92813 0.11
H -0.43836 -0.64448 -4.32947 0.10
C 4.19103 -5.69592 -0.17183 -0.05
O 3.43439 -4.62155 0.37115 -0.09
C 3.55483 -4.36117 1.69320 -0.21
C 4.35057 -5.06996 2.57982 0.00
C 4.40624 -4.67986 3.91000 -0.06
C 3.69400 -3.57885 4.35715 -0.07
C 2.89853 -2.85382 3.48269 -0.03
C 2.80524 -3.24739 2.15978 -0.14
N 2.04976 -2.59508 1.17347 0.18
C 1.13784 -1.60395 1.30397 -0.33
N 0.38406 -1.58575 2.40956 0.18
C -0.56354 -0.64542 2.84162 -0.18
C -0.98710 0.46658 2.14864 -0.19
C -1.93379 1.32332 2.69213 -0.12
C -2.48208 1.04130 3.93410 -0.06
C -2.08908 -0.08913 4.63946 0.01
C -1.13364 -0.93315 4.10411 -0.21
O -0.67035 -2.08203 4.66485 -0.10
C -0.87290 -2.29026 6.05475 -0.04
N 0.95690 -0.73256 0.33203 -0.02
C 1.94349 -0.61855 -0.67877 -0.26
C 1.65858 -0.99231 -1.98715 -0.04
C 2.61553 -0.88351 -2.97672 -0.06
C 3.88385 -0.40707 -2.65903 -0.05
C 4.18158 -0.03652 -1.36136 0.02
C 3.21767 -0.11977 -0.36264 -0.25
O 3.56936 0.19810 0.92450 -0.08
C 2.99547 1.38960 1.44712 -0.05
H 3.95309 -5.71830 -1.23251 0.10
H 3.90460 -6.64482 0.28617 0.10
H 5.26084 -5.52326 -0.03901 0.10
H 4.92508 -5.91888 2.24751 0.11
H 5.02436 -5.24108 4.59291 0.11
H 3.76075 -3.26558 5.38733 0.11
H 2.39160 -1.97524 3.84655 0.11
H 2.42282 -2.74323 0.24296 0.15
H 0.49072 -2.37875 3.03292 0.14
H -2.24894 2.20527 2.15078 0.08
H -3.21736 1.70441 4.36444 0.12
H -2.51992 -0.29650 5.60685 0.12
H -1.92525 -2.47928 6.27381 0.10
H -0.51440 -1.42960 6.62008 0.11
H -0.29415 -3.17647 6.30165 0.10
H 0.68183 -1.41449 -2.20563 0.08
H 2.38507 -1.18939 -3.98544 0.11
H 4.64237 -0.33291 -3.42231 0.12
H 5.16280 0.32255 -1.08563 0.13
H 3.50842 1.58258 2.38576 0.10
H 1.92487 1.27817 1.63480 0.04
H 3.16857 2.22505 0.76187 0.10
```

Computed properties:
- charge = +2
- LUMO (alpha / beta) (eV) = -7.6 / -7.2
- HOMO (alpha / beta) (eV) = -12.32 / -12.33
- electronic energy (eV) = -186489.4531
- gap between HOMO and LUMO (alpha / beta) (eV) = 4.68 / 5.15

Quick rundown of relative energy (zero: lowest compared OMol25 entry of this formula, charge and spin), same order as above: 10.24, 0.00 kcal/mol